[1]
39
Properties=species:S:1:pos:R:3 method="wB97M-V/def2-TZVPD" lumo_ev="-12.783 / -12.784" homo_lumo_gap_ev="5.081 / 5.080" spin_multiplicity=1 total_charge=+3
Ta -0.4776 0.0253 -0.5706
N -1.0978 1.4648 -2.1592
C -2.1438 0.9371 -3.1483
C -3.3858 0.3232 -2.4214
C -2.7268 -0.2382 -1.2178
O -1.8227 -1.1937 -1.3647
O -2.5587 0.4546 -0.1740
H -1.4623 2.3009 -1.6907
H -0.3109 1.7937 -2.7261
H -1.6505 0.1672 -3.7378
H -2.4348 1.7618 -3.7960
H -3.8541 -0.4196 -3.0642
H -4.0948 1.0924 -2.1218
C 5.0324 -1.1573 0.0616
N 3.7663 -0.5430 -0.4107
C 2.8365 -1.0484 -1.1801
S 1.5765 0.1369 -1.7347
N 2.7371 -2.2644 -1.6634
C 3.6630 -3.4136 -1.5082
H 5.5860 -0.3705 0.5647
H 5.6179 -1.5139 -0.7804
H 4.8304 -1.9520 0.7736
H 3.6539 0.4346 -0.1798
H 1.9879 -2.4066 -2.3257
H 3.8833 -3.5863 -0.4605
H 4.5702 -3.2516 -2.0843
H 3.1434 -4.2832 -1.8994
S 0.0718 1.3366 1.2123
C -1.2159 1.3530 2.4309
C -1.5019 0.1775 3.1225
C -2.4240 0.2308 4.1562
C -3.0398 1.4333 4.4709
C -2.7427 2.5959 3.7687
C -1.8145 2.5697 2.7413
H -0.9989 -0.7499 2.8750
H -2.6590 -0.6597 4.7226
H -3.7575 1.4677 5.2794
H -3.2275 3.5240 4.0386
H -1.5544 3.4712 2.2018

[2]
47
Properties=species:S:1:pos:R:3 method="wB97M-V/def2-TZVPD" smiles="CSCC[C@H](NC(=O)c1cccc([N+](=O)[O-])c1C)c1nc2ccccc2[nH]1" lumo_ev=-0.541 homo_lumo_gap_ev=8.007 spin_multiplicity=1
C -1.0063 -5.0086 -0.5166
S 0.4352 -3.9201 -0.3564
C 0.0680 -3.1314 1.2486
C -1.0807 -2.1333 1.1890
C -0.8627 -1.0559 0.1333
N 0.3451 -0.2916 0.4219
C 1.0023 0.3831 -0.5413
O 0.6205 0.4396 -1.6943
C 2.2397 1.0768 -0.0471
C 2.0818 2.2098 0.7385
C 3.1876 2.9125 1.1900
C 4.4483 2.4707 0.8503
C 4.6048 1.3374 0.0561
N 5.9636 0.9600 -0.2514
O 6.8276 1.3537 0.5052
O 6.1735 0.2883 -1.2371
C 3.5055 0.6070 -0.4130
C 3.6342 -0.6305 -1.2342
C -2.0355 -0.1314 0.0366
N -3.0038 -0.0270 0.8999
C -3.8237 0.9613 0.4121
C -5.0058 1.4853 0.9230
C -5.6185 2.4930 0.2090
C -5.0823 2.9791 -0.9860
C -3.9113 2.4735 -1.5126
C -3.2891 1.4601 -0.8014
N -2.1477 0.7339 -1.0137
H -1.0754 -5.6458 0.3606
H -0.8393 -5.6129 -1.4019
H -1.9097 -4.4183 -0.6385
H -0.1444 -3.9243 1.9655
H 1.0014 -2.6443 1.5297
H -1.2047 -1.6587 2.1645
H -2.0171 -2.6425 0.9608
H -0.7002 -1.5176 -0.8510
H 0.6325 -0.2109 1.3843
H 1.0861 2.5472 0.9886
H 3.0638 3.7949 1.7971
H 5.3330 2.9917 1.1836
H 2.7037 -1.1918 -1.2426
H 4.4356 -1.2705 -0.8711
H 3.8838 -0.3643 -2.2609
H -5.4182 1.1091 1.8454
H -6.5381 2.9221 0.5785
H -5.5994 3.7698 -1.5089
H -3.4962 2.8478 -2.4362
H -1.4675 0.8243 -1.7560

[3]
74
Properties=species:S:1:pos:R:3 method="wB97M-V/def2-TZVPD" lumo_ev="-10.317 / -11.591" homo_lumo_gap_ev="5.915 / 4.585" spin_multiplicity=1 total_charge=+3
In 0.0165 -0.4993 -2.5054
P 0.1964 -1.9839 1.6519
P -1.7653 -2.2543 -1.9678
P 0.7473 1.3542 2.1780
H -3.0153 0.2105 -3.6946
C -2.5471 1.0441 -3.2017
C -1.1845 1.2008 -3.2946
H -0.5556 0.5592 -4.0712
C -1.0109 -1.9441 3.0181
C 0.2240 -3.8229 1.4011
C 1.7668 -1.8696 2.6280
C -2.7907 -2.1254 -3.4818
C -0.8258 -3.7879 -2.2622
C -2.9387 -2.6842 -0.6479
C 0.7571 2.9887 1.3648
C 2.2633 1.6034 3.2113
C -0.5030 1.6714 3.4831
H -3.2299 1.8515 -2.8899
H -0.7607 2.2240 -3.2841
H -0.7246 -2.7228 3.7305
H -2.0016 -2.1819 2.6136
H -1.0282 -0.9640 3.5071
H 0.3282 -4.2557 2.4050
H 1.0991 -4.0939 0.7907
H -0.7190 -4.1488 0.9344
H 1.5464 -2.1377 3.6730
H 2.2013 -0.8582 2.5493
H 2.4767 -2.5967 2.2108
H -3.4180 -2.9852 -3.7288
H -2.1851 -1.8141 -4.3446
H -3.5086 -1.3270 -3.2919
H -1.3597 -4.5171 -2.8949
H -0.5456 -4.2915 -1.3245
H 0.1066 -3.5248 -2.7882
H -3.6181 -3.5264 -0.8507
H -3.6206 -1.8611 -0.4148
H -2.4734 -2.9399 0.3083
H 0.8267 3.7813 2.1168
H -0.1791 3.1166 0.8234
H 1.5667 3.0504 0.6259
H 2.3017 2.6395 3.5776
H 3.1676 1.4091 2.6153
H 2.2441 0.9289 4.0782
H -0.4113 2.7216 3.7907
H -0.3175 0.9985 4.3331
H -1.4932 1.4869 3.0431
C -1.7014 3.2244 -0.8015
C -2.9420 2.6753 -0.1436
C -3.4361 3.6558 0.9141
C -3.1952 5.0172 0.8529
C -2.2377 5.5163 -0.0894
C -1.5980 4.6615 -0.9707
O -0.7629 2.4004 -0.9740
H -2.5760 1.7065 0.2571
H -3.6381 2.4295 -0.9898
H -4.2642 3.2787 1.5294
H -3.7276 5.7322 1.5289
H -1.9897 6.5819 -0.0106
H -0.8635 5.0099 -1.7020
N 4.0539 1.0019 -0.9289
C 2.7580 1.2781 -1.1566
N 2.0671 0.1756 -1.4370
C 2.9638 -0.9019 -1.2913
C 2.7225 -2.2782 -1.2575
C 3.8087 -3.1222 -0.9621
C 5.1029 -2.6023 -0.7892
C 5.3448 -1.2174 -0.8079
C 4.2372 -0.3882 -1.0093
H 4.8049 1.6667 -0.7370
H 2.3544 2.2829 -1.1133
H 1.6972 -2.6571 -1.4390
H 3.6473 -4.2024 -0.8768
H 5.9370 -3.2867 -0.6277
H 6.3272 -0.7606 -0.6905

[4]
103
Properties=species:S:1:pos:R:3 method="wB97M-V/def2-TZVPD" lumo_ev=-2.128 homo_lumo_gap_ev=8.244 spin_multiplicity=1 total_charge=+1
Cu -1.5875 0.7825 0.2383
N -5.7663 0.0680 -0.6323
C -5.5082 0.1721 -1.9870
C -6.3130 0.0430 -3.1123
C -5.6956 0.2158 -4.3354
C -4.3274 0.5079 -4.4385
C -3.5316 0.6345 -3.3182
C -4.1389 0.4599 -2.0760
N -3.5995 0.5172 -0.8049
C -4.5881 0.2792 0.0178
C -4.4012 0.2665 1.4613
C -5.3455 0.2053 2.4433
S -4.5833 0.2708 3.9736
C -3.0619 0.3685 3.2026
N -3.1091 0.3575 1.9090
H -6.6443 -0.1741 -0.2077
H -7.3687 -0.1822 -3.0427
H -6.2822 0.1236 -5.2393
H -3.8933 0.6356 -5.4209
H -2.4757 0.8634 -3.3901
H -6.4166 0.1444 2.3465
H -2.1373 0.4462 3.7562
C 4.0337 1.6111 1.8001
N 2.8416 2.0167 2.5309
C 2.9941 2.9970 3.5970
C 1.7350 1.3145 2.4284
N 0.7452 0.7149 2.3497
H 4.7392 1.0967 2.4577
H 4.5151 2.4945 1.3805
H 3.7514 0.9471 0.9869
H 3.6894 2.6386 4.3597
H 2.0278 3.1872 4.0581
H 3.3680 3.9317 3.1784
C 3.3800 -2.1084 0.8088
C 3.3865 -3.6374 0.9435
C 4.7512 -4.1337 0.4461
C 3.2775 -3.9536 2.4436
C 2.2573 -4.3931 0.1612
O 2.3667 -5.7893 0.4762
C 2.3067 -4.2830 -1.3762
C 2.4769 -2.9022 -2.0238
C 1.9763 -2.8385 -3.4468
C 1.2856 -1.7154 -3.8899
C 0.8277 -1.6152 -5.1940
C 1.0636 -2.6595 -6.0717
Cl 0.4888 -2.5500 -7.7055
C 1.7513 -3.7891 -5.6609
C 2.2032 -3.8696 -4.3527
C 0.8221 -4.1420 0.6866
N 0.1081 -2.9860 0.1740
C -0.0963 -1.7866 0.7235
N -0.8291 -1.0511 -0.0951
C -1.0667 -1.8779 -1.1486
N -0.5160 -3.0567 -1.0191
H 4.0727 -1.7077 1.5527
H 2.4062 -1.6634 1.0102
H 3.7188 -1.7643 -0.1666
H 5.5441 -3.5731 0.9437
H 4.8751 -3.9885 -0.6288
H 4.9188 -5.1865 0.6799
H 4.2011 -3.6547 2.9421
H 3.1208 -5.0154 2.6235
H 2.4687 -3.3936 2.9188
H 3.1602 -6.1406 0.0585
H 1.3902 -4.7436 -1.7494
H 3.1217 -4.9297 -1.7143
H 3.5353 -2.6254 -2.0145
H 1.9623 -2.1301 -1.4513
H 1.1003 -0.8999 -3.1987
H 0.2905 -0.7398 -5.5326
H 1.9288 -4.5949 -6.3594
H 2.7382 -4.7584 -4.0418
H 0.8134 -4.0939 1.7728
H 0.2340 -5.0055 0.3847
H 0.2827 -1.4701 1.6808
H -1.6590 -1.5994 -2.0047
C -2.1394 3.9515 -0.8382
P -1.2747 2.9572 0.4246
C -2.0283 3.4883 1.9946
C -3.3507 3.9289 2.0279
C -3.9756 4.1975 3.2378
C -3.2856 4.0383 4.4311
C -1.9682 3.6024 4.4064
C -1.3482 3.3202 3.1983
C 0.3894 3.6902 0.4124
C 0.7161 4.8486 1.1150
C 1.9877 5.3938 1.0102
C 2.9388 4.7942 0.1944
C 2.6187 3.6415 -0.5087
C 1.3529 3.0865 -0.3904
H -1.5776 3.8555 -1.7679
H -2.1961 5.0058 -0.5663
H -3.1384 3.5513 -1.0110
H -3.9079 4.0664 1.1098
H -5.0015 4.5427 3.2443
H -3.7684 4.2573 5.3743
H -1.4207 3.4783 5.3325
H -0.3295 2.9563 3.1925
H -0.0250 5.3341 1.7383
H 2.2302 6.2976 1.5546
H 3.9253 5.2303 0.1008
H 3.3546 3.1741 -1.1512
H 1.1095 2.1722 -0.9217

[5]
10
Properties=species:S:1:pos:R:3 method="wB97M-V/def2-TZVPD" lumo_ev="-6.110 / -6.136" homo_lumo_gap_ev="8.768 / 6.888" spin_multiplicity=1 total_charge=+1
H -1.9483 -0.7838 0.4436
O 0.0806 0.9558 0.7432
O 0.2602 0.8342 -1.3673
C 1.0309 -0.2273 0.6072
C 1.3232 -0.1034 -0.8554
C -0.5113 1.1805 -0.3813
H 1.8974 0.1854 1.1532
H 2.3083 0.3048 -1.1080
H 1.1791 -1.0171 -1.4502
Bi -2.7810 0.7453 -0.4503

no.,total energy (Ha)
1,-1635.7991
2,-1578.9231
3,-2338.1053
4,-4982.6707
5,-481.3314